Formula: C81H171N9O9
Source: the OMol25 dataset
Level of theory: ωB97M-V with the def2-TZVPD basis set

Geometry as XYZ:
```
270
Properties=species:S:1:pos:R:3:mulliken_charge:R:1
H 1.47779 -5.57451 -0.61592 0.5345
H 1.95784 -2.14715 0.75035 -0.5281
H -5.89428 2.90848 -0.65986 -0.2370
H -6.02378 5.69708 1.11280 0.2097
C 2.01021 1.80174 5.07452 -2.0920
H -6.57437 -4.25184 -5.10507 0.4513
C -6.78327 3.53695 -0.45378 -0.9839
H -1.58629 -1.62285 -0.00142 -0.3461
H -4.90056 7.01663 1.14229 0.4484
H 2.42450 0.87478 -1.06542 -0.9671
C 2.37774 -2.42257 -3.05808 -1.2131
C -7.64714 -4.58124 -2.58915 -1.2586
H 5.32657 -4.46964 -0.39891 0.2206
C -7.76651 -3.90741 -1.20844 -0.5709
H 7.88657 -4.44030 1.48220 0.4406
H -7.74147 -1.93047 -2.06427 0.5062
C -0.27633 -4.33687 -3.33757 1.7498
H -8.11097 -5.56028 -2.54996 0.3486
C -2.69138 -6.48313 2.24412 -1.6396
C 7.21258 -0.74171 -5.55873 -2.1623
N -1.20039 -5.39403 3.67239 0.0878
C 1.69086 -0.65265 5.51645 -1.9991
H 0.85858 -6.34626 1.68686 0.2261
C 0.76188 0.25613 3.41193 0.4441
C -7.40496 3.70617 -2.98393 -2.0867
H -2.10998 -4.01665 1.47922 0.6653
H -0.97227 -5.75208 -4.84139 0.5171
H 4.29581 -5.01241 0.92361 -0.0458
C -4.76770 -2.84730 -0.58465 -0.9843
N -0.14526 0.97404 5.72056 0.3495
C 1.74225 1.69352 -0.87668 -0.7334
C 3.32310 -4.13013 -4.61676 -1.7786
O 7.73666 1.53893 -4.02878 -0.5086
H 0.23162 -6.37790 -2.75275 0.5747
C 0.11728 -0.09569 -0.36903 0.7915
C -0.78835 -3.01886 -2.71218 -0.0747
C 1.78600 5.64765 0.86398 -1.5162
H -2.24437 3.32303 6.91960 0.3694
H -3.65740 -5.97558 4.65433 0.3698
H -3.70559 -2.80445 -0.91874 -0.2748
C 3.71258 0.41769 -4.60063 1.4672
H 1.57832 -4.72910 1.71278 -0.5147
N -0.65742 2.15335 -0.44200 1.4280
H 4.51654 -1.33668 -5.55711 0.0061
H -1.86955 -3.02688 -2.52234 -0.2653
H 5.08975 4.79621 0.45909 0.5187
H 1.02193 -3.93398 -1.05018 -1.0863
C 1.34726 3.16848 4.74383 1.3535
H -7.55140 -1.91963 -0.36747 0.3367
H 1.65896 -2.09354 -2.29146 -0.3491
H -4.32789 -5.50885 -2.20377 -0.1059
H -3.40458 -5.69563 2.54161 0.3306
C -7.33688 7.27088 -0.57479 -1.3434
N 3.64844 6.03101 2.41436 -0.2910
C -8.28597 6.17814 -0.08893 -0.6497
H 0.91684 3.13846 3.72696 -0.2011
H -0.66697 -4.36045 0.48487 -1.2388
C 0.04196 -5.42036 -2.28200 -0.7919
H 3.22219 -5.15581 -5.02364 0.5014
C 2.20989 -3.88998 -3.56472 2.0952
O -4.30779 -3.08253 -3.26649 -0.0062
H 0.62114 3.15854 6.77681 0.4700
H -5.60436 -5.55591 -1.12769 0.3243
H 3.76847 5.78861 5.14685 0.3213
C 6.14356 -0.93477 -3.34942 -1.0765
H -0.83695 -5.57723 -1.61562 -0.4685
H -0.02119 1.94670 -3.17843 0.4883
C -5.73954 -2.39306 -1.64727 2.0864
H 0.59378 1.04313 2.66621 -0.2923
H -0.26961 -7.78963 2.71577 0.3086
H -2.66398 1.26227 -2.34567 0.2156
H 6.23755 -2.77348 3.38182 0.2996
O 3.33354 4.71721 3.01964 -0.1131
H -4.68121 -2.21735 0.31050 0.7029
N 6.40874 1.25305 -4.58352 0.3002
C -5.07389 7.62422 -1.55085 -1.8563
H 1.82017 2.51116 -1.60682 0.6256
H -7.48096 4.46212 -3.74528 0.4739
H -4.46070 5.55117 0.28295 0.1959
H 4.88807 0.21054 -6.38490 0.4732
H 2.74416 -1.50964 3.02196 -1.0103
C 7.39025 -3.53253 1.12289 -1.8418
C 3.26470 7.05340 3.42656 1.7698
H 0.21201 -2.74748 2.10907 -0.4333
C 5.57285 -3.51036 2.92181 -1.5560
H 3.17863 7.54677 -0.57403 0.3738
H 1.52039 4.59837 1.22223 -0.3043
H -9.16522 6.62686 0.30252 0.4139
H -0.29974 -7.79748 4.47178 0.3822
H -7.64036 7.57476 -1.57663 0.4616
H 0.40969 -3.50761 -5.95768 0.3827
C -0.24857 -3.27778 2.95940 -1.6320
H -2.52994 1.55587 6.94692 0.3631
C 4.79341 -0.28627 -5.40861 -1.4439
H -2.46684 -6.07482 0.15426 0.3011
C 5.31918 -4.67431 0.65102 -1.2650
H 3.36441 -2.24795 -2.67546 0.6584
C -2.91849 1.89756 -1.52606 -1.1203
H -4.53554 5.37112 -2.66446 0.3314
H 7.17037 -0.79153 -2.95966 0.6236
H 4.42374 -1.08011 3.30370 0.6140
C 4.10016 6.69780 4.64644 -1.8767
H -7.20463 -4.49534 -0.47271 0.3165
C 5.85838 -3.49042 1.43714 1.7409
C 3.63280 8.37863 2.73000 -1.3063
H 2.96040 0.17871 1.09738 -0.5826
H 2.74550 -0.76829 5.28646 0.3749
O -0.54327 3.45380 -1.17014 -0.6587
H -0.58149 -2.17065 -3.38959 0.2056
H -0.23566 -2.74958 -1.79360 -0.6069
H 1.52346 7.61220 4.70070 0.4648
C 0.95691 -5.41901 2.27250 -0.6976
H 1.56054 -5.65172 3.16028 0.5417
C -2.02692 1.81608 -0.22198 1.6451
H -2.21887 1.36463 4.34452 0.4735
C -1.31976 -4.72583 1.32261 -0.3458
H 3.92465 5.12746 -0.88013 0.4993
H 1.10523 -1.47218 5.15265 0.3201
C 2.37051 -4.84718 -2.38845 -1.8002
H -6.57893 3.93149 0.52577 0.3047
H 8.14573 -0.85431 -4.99688 0.3858
C 0.19031 3.27620 5.75212 -1.7226
C -5.41236 -5.59892 -2.19658 -1.4528
H 0.87606 0.46943 -3.09350 -0.3486
C 3.95225 -0.12982 0.78543 -1.1207
C 1.03773 0.63528 4.94141 2.0205
H -1.45693 -8.76130 3.57672 0.4211
H -1.16699 2.26063 3.43427 -0.3761
H 5.48525 -0.68008 -2.53978 -0.8251
H -1.61105 0.47409 1.39300 -0.5943
H 4.70125 2.89742 -2.14158 0.1046
H 3.74668 0.03901 -3.52694 -1.0361
C -7.25122 -2.47394 -1.25345 -1.4135
H -2.68608 3.76659 0.36762 0.5363
H 2.85290 1.73427 4.36821 0.2947
H 4.70063 8.44476 2.49335 0.3426
H -6.57216 3.08302 -3.27915 0.3430
H -8.30477 3.15403 -2.88590 0.4639
H -8.77810 -3.92094 -0.79062 0.4235
N -6.16127 5.52854 -1.84635 -0.3030
H 1.60251 6.00353 4.29628 -0.1039
H -1.29586 -0.35364 4.81890 0.2920
C -1.75089 2.34637 6.89776 -2.1129
H 7.95780 -2.66520 1.45256 0.3894
O -0.46101 -5.39450 4.84182 -0.4750
H 7.44591 -3.57200 0.02063 0.3266
C -1.70186 2.31580 4.37687 -1.5450
H 1.82271 2.02744 0.17481 -0.4397
O 0.58601 -3.03754 -5.14488 -0.4990
H -1.11398 -6.84495 0.95446 0.3203
C 2.94521 8.46572 1.34412 -0.7203
C 1.20320 -4.95600 -1.46185 1.4871
C -2.88692 -6.76715 4.73219 -1.8549
H 3.09043 9.44734 0.95655 0.4457
H 5.97524 -5.54481 0.83839 0.5765
H 0.74514 -0.85680 -0.86349 -0.4209
H 5.78878 -4.51042 3.39085 0.3815
H -1.14039 -2.69452 3.18924 0.5997
H -8.17775 -3.97512 -3.38696 0.3365
H -2.01718 2.88034 1.72728 -0.0423
H -5.00098 -3.83999 -0.19675 0.2455
C 0.28940 1.18655 -1.11595 2.5239
C 2.96732 -2.33017 0.40999 1.6579
H 3.32507 2.55582 -4.11584 0.4601
H 4.33229 -4.12008 -4.13747 0.1907
C -7.18508 4.45181 -1.60087 1.8521
C -0.43678 -4.70982 2.55358 2.3488
H -3.13598 0.08513 0.61475 0.5744
C -1.45072 -4.93104 -4.26957 -1.6850
C -1.89924 -6.64201 3.56227 1.8001
H -3.58712 2.49111 1.08913 0.4406
H 5.11628 4.36399 -4.38513 0.3275
H -3.40917 -7.72941 4.84995 0.3628
N 0.85684 -4.08676 -4.18523 0.2161
C -2.08807 0.37315 0.42029 -0.7182
C -2.57473 2.78724 0.79744 -1.8912
C 3.55339 7.38053 0.45457 -1.3557
H -5.36714 -0.47125 -0.86926 0.3285
C 5.47202 2.21213 -4.03025 1.9702
H -3.27863 -7.41089 2.11909 0.4376
H 2.73606 -5.81604 -2.70678 0.4622
H -7.95505 5.56862 0.76697 0.3530
H 2.96502 -2.03369 -0.64632 -0.2517
H -8.56506 5.83539 -2.20722 0.4000
H 5.15578 6.47140 4.48297 0.3946
N 5.36603 -2.14093 0.99388 -0.1214
H -1.87872 -0.57502 -1.36438 -0.2917
H 4.00703 7.49057 5.44450 0.3608
C 6.09034 -0.19939 -4.66154 2.2450
C 0.05033 1.01115 -2.62505 -1.2793
C -0.87805 2.22774 5.66069 2.6633
H 3.27450 -4.47753 -1.89258 -0.1556
C -1.38561 -0.63889 -0.39755 0.5443
C -1.88456 -6.10827 1.05745 -0.4283
H 6.92037 -1.73522 -5.91124 0.4194
H -7.55199 2.75409 -0.35003 0.4850
C 4.04245 -1.61065 1.21222 2.8064
C 4.03004 4.93166 0.18453 -2.1204
H 1.67959 -0.22950 3.12850 -0.8145
C -5.26893 6.23884 0.49397 -1.4822
H 2.25170 -1.74226 -3.88818 0.7773
H 5.40601 1.26405 -1.99841 -0.2217
C -8.45475 5.23591 -1.28176 -1.3189
C 3.77412 -1.73813 2.74564 -0.4637
C 4.12379 -3.17168 3.24676 -0.1279
H -2.37597 -5.19391 -3.74069 0.0113
H 1.63522 -0.63708 6.61047 0.5550
H -0.19958 4.27891 5.69547 0.4577
H 3.50135 -3.91860 2.76507 -0.4834
H -3.91846 1.60611 -1.21297 -0.0282
H 2.66546 0.21626 -4.93515 0.5923
C -0.94478 -7.80485 3.58674 -1.6914
H -7.34933 8.19746 0.02410 0.3895
H 6.03977 -2.01305 -3.54665 0.3916
H 3.13217 -3.42490 0.48193 -0.7419
H -5.62668 8.15145 -2.33791 0.3822
C 1.77602 6.97500 3.86712 -1.1571
H 3.87210 -3.26592 4.28174 0.7093
O -1.07424 -0.10134 5.73251 -0.5538
H 0.52818 -3.26660 3.77378 0.4263
H -9.40200 4.65924 -1.18098 0.3817
C 5.83766 3.54175 -4.53199 -2.2098
H 2.40055 1.78666 6.12177 0.4038
C -6.05548 -4.91442 -4.45629 -2.0207
H -0.85549 0.49199 -2.86754 0.1211
H -4.07160 7.27075 -1.87868 0.3803
H 3.58179 3.96171 0.33984 0.1144
H 4.22625 4.47662 3.27213 0.2988
H 5.87939 3.49436 -5.63373 0.4926
O -4.97160 4.81160 -2.01523 -0.0864
C -6.16959 -4.56036 -3.01241 2.0354
H 1.08442 6.25121 1.42521 0.4162
H -4.90791 8.50917 -0.92346 0.4230
H -1.17195 2.33039 7.80628 0.4465
H 3.24943 -3.35962 -5.42434 0.1974
H 1.07276 7.27953 3.10860 0.3540
H -0.28313 3.99485 -0.41157 0.2706
H 3.99793 0.00377 -0.30303 -0.8250
H 6.15371 -1.17450 -0.44746 0.3261
H -2.47544 3.08464 4.40315 0.5214
H -6.43183 -5.93905 -4.61715 0.4536
H -4.98556 -4.94560 -4.76627 0.2933
H -5.59629 -6.62926 -2.53255 0.5376
H 4.72118 0.49548 1.20954 0.8129
H 0.48202 -0.00453 0.62408 -0.4258
N -5.69153 -3.09472 -2.95493 -0.4469
H 1.88341 8.27996 1.40726 0.3681
C -5.94265 6.61487 -0.81859 1.8082
O 5.59940 -1.95770 -0.38674 -0.1109
H -0.02753 -0.52467 3.27083 -0.2256
H 4.66609 7.38381 0.27576 0.3776
H -4.37710 -0.91799 -2.35659 0.2094
C 3.24409 5.97095 0.98804 2.3587
H 6.44078 2.70412 -2.10997 0.5720
H 0.37933 -5.90006 4.70625 0.3672
H 3.53206 9.24194 3.39092 0.4716
H 7.34583 -0.06677 -6.41196 0.4669
C 4.05917 1.92163 -4.62182 -1.9092
H -6.19912 -0.31404 -2.28372 0.4582
H 6.74580 3.93890 -4.07684 0.4375
H -1.74538 -4.17681 -5.07755 0.3062
H 2.02934 3.97738 4.73148 -0.6579
H 4.02217 2.21656 -5.66828 0.4382
H -3.01957 2.89385 -2.00987 -0.0200
H 1.47355 5.70398 -0.14932 0.7412
H -2.23820 -6.45386 5.57941 0.4063
H -4.29329 -2.80278 -4.18191 0.2997
C -5.38079 -0.95462 -1.86509 -2.1008
H 8.19648 1.93646 -4.76830 0.3535
C 5.52063 2.25149 -2.47889 -1.0046
```

DFT total energy: -118596.6706 eV
2S+1: 1
HOMO-LUMO gap: 8.734 eV
charge: 0
SMILES: CC1(C)CCCC(C)(C)N1O.CC1(C)CCCC(C)(C)N1O.CC1(C)CCCC(C)(C)N1O.CC1(C)CCCC(C)(C)N1O.CC1(C)CCCC(C)(C)N1O.CC1(C)CCCC(C)(C)N1O.CC1(C)CCCC(C)(C)N1O.CC1(C)CCCC(C)(C)N1O.CC1(C)CCCC(C)(C)N1O
lowest unoccupied orbital energy: 0.51 eV